1.
14
Properties=species:S:1:pos:R:3:lowdin_charge:R:1 method="wB97M-V/def2-TZVPD" relative_energy_kj_mol=0.0 e_tot_ha=-493.37767 homo_lumo_gap_ha=0.23406
O -0.2731 1.7079 -1.5223 -0.70
C -0.7932 0.8771 -2.4721 -0.56
C -2.1134 0.5541 -2.4099 -0.13
Tl 1.1272 1.5382 0.3254 0.97
Li -1.7446 2.5427 -1.1363 0.62
H -2.4608 -0.0131 -3.2871 -0.04
H -0.0682 0.5613 -3.2449 0.09
C 0.6463 -1.2328 2.0601 -0.42
C 1.9315 -1.4986 2.3991 -0.02
O 0.2183 -0.1999 1.3701 -0.56
H -0.1152 -1.9884 2.3264 0.10
H 2.1786 -2.4227 2.9233 0.04
H 2.7130 -0.7396 2.2975 0.04
Li -1.2465 0.3138 0.3706 0.57

---

2.
16
Properties=species:S:1:pos:R:3:mulliken_spin:R:1 method="wB97M-V/def2-TZVPD" e_tot_ha=-1772.93386 charge=+4 homo_lumo_gap_ha="0.21620 / 0.36688" spin_multiplicity=2
O 0.8533 -2.1899 -2.7641 -0.20
C 0.1581 -2.5017 -1.7930 0.00
O -0.3424 -3.5509 -1.4595 0.02
O -0.0714 -1.3565 -0.9249 0.04
C -0.0930 -0.2927 1.1723 0.00
C 0.1237 -1.4555 0.3278 0.01
Li -0.6219 -5.2394 -2.2085 0.00
H 0.1476 -0.5357 2.2140 0.00
H 0.6620 0.4448 0.8421 0.00
H -1.1420 0.0270 1.0419 0.00
H 0.5964 -2.3695 0.7013 0.00
Lu 2.0225 -0.8285 -4.0536 1.14
O -0.4620 3.4180 1.3731 0.00
C -0.4038 4.4720 1.9280 0.00
O -0.8011 5.6232 1.4843 0.00
H -0.6260 6.3353 2.1190 0.00

---

3.
13
Properties=species:S:1:pos:R:3:lowdin_charge:R:1 method="wB97M-V/def2-TZVPD" relative_energy_kj_mol=0.0 e_tot_ha=-2092.48078 homo_lumo_gap_ha="0.14214 / 0.14176"
C 0.7350 0.7217 -1.1946 -0.44
C -0.6505 0.2772 -0.8953 -0.17
C -1.0798 -0.4263 0.2590 -0.09
C -0.2486 -0.8837 1.2951 -0.33
O -0.4640 -1.9283 1.9679 -0.44
O 1.0737 1.9246 -0.8396 -0.29
Li 1.0613 3.6339 -0.5072 0.82
Zn 0.7036 -3.1823 2.7635 0.29
H 0.4687 -0.6217 -1.3528 0.22
H 1.2569 0.4593 -2.1434 0.10
H -1.3684 1.0519 -1.1993 0.11
H -2.1223 -0.7561 0.2879 0.11
H 0.6342 -0.2701 1.5587 0.11

---

4.
18
Properties=species:S:1:pos:R:3:lowdin_charge:R:1 method="wB97M-V/def2-TZVPD" relative_energy_kj_mol=332.3 e_tot_ha=-1044.37693 homo_lumo_gap_ha="0.15618 / 0.23515"
O 0.1409 0.0715 4.5448 -0.13
C 0.3166 -0.3189 3.3483 -0.79
O 0.9533 -1.4002 3.1499 -0.15
O -0.2161 0.3708 2.3783 0.05
C -0.2451 -0.2107 1.0611 -0.15
O -0.5358 0.3741 -1.2067 -0.29
C 0.3126 0.0817 -3.5100 -0.60
C -0.8284 0.7823 0.0683 -0.41
O 0.2662 -1.1266 -4.0005 0.01
O 1.4576 -0.0662 -2.9703 0.18
Mg 1.4165 -1.3737 5.1025 0.78
Na -1.7191 -1.6889 -2.9731 0.78
H -0.8527 -1.1254 1.1088 0.13
H 0.7699 -0.5006 0.7566 0.13
H -1.8774 0.9650 0.3814 0.10
H -0.3925 1.7908 0.2323 0.11
O 0.1492 1.4197 -3.8926 0.12
H 0.8842 1.9553 -3.5791 0.13

---

5.
10
Properties=species:S:1:pos:R:3:lowdin_charge:R:1 method="wB97M-V/def2-TZVPD" relative_energy_kj_mol=225.2 smiles=N#CC1CC1 e_tot_ha=-210.07798 homo_lumo_gap_ha=0.39239
N -0.4904 2.3975 -1.4205 0.13
C -0.6040 1.3985 -0.8415 -0.23
C -0.7318 0.1725 -0.1034 -0.23
C 0.4997 -0.2701 0.8393 -0.11
C 0.2122 -0.9446 -0.4308 -0.14
H -1.1623 0.2551 0.8824 0.12
H 0.2098 -0.8325 1.7371 0.11
H 1.2526 0.4855 0.9678 0.11
H -0.1224 -1.9725 -0.4316 0.10
H 0.9366 -0.6894 -1.1988 0.12

---

6.
10
Properties=species:S:1:pos:R:3:lowdin_charge:R:1 method="wB97M-V/def2-TZVPD" relative_energy_kj_mol=83.4 smiles="C/C=C/C#N" e_tot_ha=-210.13197 homo_lumo_gap_ha=0.38571
C -0.7742 1.0399 0.7985 -0.12
C 0.2931 0.2556 0.1315 -0.17
C 0.0455 -0.8385 -0.6170 -0.12
C 1.1616 -1.5665 -1.1411 -0.24
N 2.0679 -2.1475 -1.6029 0.13
H -1.1080 0.4871 1.7510 0.11
H -1.6408 1.2390 0.1323 0.08
H -0.3631 2.0565 1.1119 0.09
H 1.3139 0.6358 0.2367 0.12
H -0.9957 -1.1614 -0.8010 0.12

---

7.
10
Properties=species:S:1:pos:R:3:lowdin_charge:R:1 method="wB97M-V/def2-TZVPD" relative_energy_kj_mol=884.4 e_tot_ha=-209.82689 homo_lumo_gap_ha=0.18638
C 0.5315 0.6538 0.1036 -0.27
C -0.7377 -0.0451 -0.4966 -0.32
N -0.7219 -0.4511 -1.8090 0.14
C 0.4214 0.9092 1.6511 0.01
C 0.9772 -0.2361 1.2352 -0.12
H 1.1424 1.4153 -0.3544 0.11
H -1.0773 -0.7708 0.2519 0.11
H -1.5230 0.7370 -0.4074 0.18
H -0.8649 -1.4694 -1.8056 0.06
H 1.8523 -0.7429 1.6314 0.09

---

8.
10
Properties=species:S:1:pos:R:3:lowdin_charge:R:1 method="wB97M-V/def2-TZVPD" relative_energy_kj_mol=6.7 smiles=c1cc[nH]c1 e_tot_ha=-210.16120 homo_lumo_gap_ha=0.34870
C -1.1114 -0.0595 -0.4674 -0.11
C -0.1073 -1.0933 -0.4692 -0.11
C 0.9713 -0.5833 0.1691 -0.17
N 0.7121 0.6929 0.5529 0.00
C -0.5801 1.0286 0.1532 -0.13
H -2.0998 -0.1564 -0.8843 0.09
H -0.1732 -2.1059 -0.8257 0.09
H 1.8946 -1.0813 0.3904 0.10
H 1.3608 1.3195 1.0041 0.14
H -0.8670 2.0386 0.3768 0.10